This record from the Open Molecules 2025 dataset describes an isolated molecule of C6H11N. The level of theory is wB97M-V/def2-TZVPD.

Output
Energy relative to the best compared isomer or geometry (same formula, charge and spin) = 250.6 kJ/mol
Calculated total energy = -289.8763 a.u.
Largest force on an atom = 0.0408 Eh/bohr
Kohn-Sham gap = 7.8 eV
LUMO level = 0.7 eV

Geometry as ORCA input:
```
! RIJCOSX wB97M-V def2-TZVPD def2/J DEFGRID3
* xyz 0 1
C -1.610 0.972 1.317
N -1.753 -2.360 0.378
C -1.129 -1.186 -0.078
C -0.742 -0.065 0.589
C 0.556 0.536 0.205
C 1.392 0.102 -0.738
C 2.493 0.923 -1.368
H -1.065 1.358 2.176
H -1.633 1.749 0.549
H -2.629 0.646 1.493
H -1.152 -3.167 0.373
H -2.151 -2.203 1.296
H -0.806 -1.283 -1.110
H 0.681 1.543 0.606
H 1.384 -0.944 -1.036
H 3.491 0.700 -0.996
H 2.502 0.725 -2.439
H 2.171 1.953 -1.216
*
```